Entry 1:
A structure of composition C39H48Cl2N5O4PPb. Source: OMol25; level of theory: ωB97M-V with the def2-TZVPD basis set.

## Properties
HOMO energy: -13.4 eV
net charge: +2
energy relative to the best compared isomer or geometry (same formula, charge and spin): 0.0 kJ/mol
multiplicity: 1

Geometry (Å):
Pb 3.121 1.586 0.608
Cl 0.210 3.877 2.819
Cl 1.896 3.060 5.073
P -1.279 -0.534 0.074
O 2.024 2.390 -2.626
O 3.744 -1.500 -1.061
O 2.196 3.978 -0.196
O -1.310 1.085 0.052
N 3.286 -0.790 5.852
N 3.564 -0.340 2.274
N 2.965 0.628 -1.460
N 4.503 -1.970 4.298
N 0.714 2.217 0.031
C 2.676 1.364 -2.605
C 0.529 4.056 4.557
C -0.238 5.383 -1.721
C 4.370 -1.372 1.996
C -2.397 3.576 -1.338
C -0.065 4.170 -1.098
C -0.273 -0.789 -3.972
C 3.325 0.987 -5.109
C -0.212 -1.118 1.423
C -3.045 -0.881 0.308
C -5.347 -0.346 -0.641
C -0.647 -1.971 4.312
C -0.149 -0.143 2.621
C -0.532 2.113 -0.248
C 4.353 -1.479 -4.149
C -1.439 -2.567 3.138
C -5.037 -0.643 1.821
C -0.612 -2.562 1.854
C 3.683 -0.955 4.569
C 3.255 0.642 -3.776
C -2.589 4.811 -1.958
C 4.422 -1.144 -5.499
C -0.689 -2.626 -1.586
C 4.843 -2.163 3.033
C -5.768 -1.161 0.575
C 3.234 -0.110 3.538
C -0.519 -3.107 -3.038
C -1.118 3.281 -0.921
C 1.113 3.536 -0.465
C -3.866 -0.596 -0.974
C -3.645 -0.080 1.482
C 3.532 -0.592 -1.835
C 3.922 0.068 -5.969
C -1.531 5.693 -2.150
C 3.764 -0.560 -3.305
C 0.348 -0.893 3.855
C 0.387 -2.164 -3.818
C -0.560 -1.081 -1.490
C -1.128 -0.409 -2.749
H 0.499 -0.799 -1.395
H -0.111 -4.117 -3.028
H -1.123 0.294 2.837
H 0.063 -3.094 -0.949
H 2.805 0.042 6.144
H -3.579 5.087 -2.294
H 5.528 -2.977 2.832
H 2.940 1.931 -5.469
H -3.713 0.970 1.188
H -0.356 3.747 5.101
H 0.513 0.692 2.379
H -2.365 -2.013 2.981
H -1.158 0.679 -2.646
H -0.094 -2.764 4.815
H 0.781 -1.159 0.959
H -5.621 0.150 2.290
H -3.464 0.275 -1.496
H -1.671 -2.945 -1.224
H -5.516 0.715 -0.435
H -0.921 -0.787 -4.850
H -1.492 -3.165 -3.531
H -3.021 -0.119 2.368
H -1.340 -1.559 5.046
H -5.953 -0.594 -1.512
H -1.150 -3.080 1.061
H -4.940 -1.443 2.557
H -3.789 -1.451 -1.647
H 0.304 -3.132 2.013
H 2.630 0.765 3.754
H -3.220 2.888 -1.196
H 0.530 -0.183 4.663
H -1.713 6.640 -2.638
H 3.733 -1.353 6.557
H 4.007 0.304 -7.021
H 0.487 -0.028 -4.145
H 1.344 -2.075 -3.297
H -6.845 -1.104 0.723
H 1.310 -1.357 3.618
H 0.589 6.063 -1.870
H -1.732 -3.590 3.370
H 4.612 -1.567 0.963
H -5.534 -2.216 0.402
H 4.877 -1.836 -6.195
H -2.148 -0.750 -2.907
H 4.748 -2.414 -3.777
H -3.096 -1.946 0.550
H 0.776 5.094 4.749
H 0.605 -2.578 -4.802

Mulliken atomic charge list, values in e, 99 entries:
1. Pb 1.269
2. Cl -0.030
3. Cl -0.108
4. P -0.432
5. O -0.551
6. O -0.659
7. O -0.643
8. O -0.125
9. N -0.316
10. N 0.155
11. N 0.066
12. N -0.637
13. N 0.749
14. C 0.216
15. C -0.473
16. C -0.900
17. C -0.384
18. C 0.119
19. C 0.513
20. C -0.889
21. C -0.175
22. C 0.679
23. C 0.942
24. C -1.058
25. C -1.472
26. C -0.148
27. C -0.955
28. C -0.470
29. C -0.167
30. C -0.940
31. C -1.262
32. C 0.642
33. C -0.054
34. C -0.925
35. C -0.550
36. C -0.808
37. C -0.526
38. C -0.743
39. C -0.213
40. C -1.055
41. C 0.498
42. C -0.464
43. C -0.803
44. C -0.721
45. C 0.009
46. C -0.615
47. C -0.648
48. C 0.510
49. C -0.561
50. C -0.017
51. C 2.043
52. C -0.600
53. H -1.297
54. H 0.552
55. H 0.310
56. H 0.374
57. H 0.187
58. H 0.487
59. H 0.419
60. H 0.539
61. H 0.330
62. H 0.302
63. H -0.118
64. H -0.363
65. H -0.187
66. H 0.395
67. H 0.518
68. H 0.474
69. H 0.093
70. H 0.327
71. H 0.327
72. H 0.446
73. H 0.388
74. H -0.084
75. H 0.365
76. H 0.552
77. H 0.633
78. H 0.251
79. H 0.347
80. H 0.673
81. H 0.019
82. H 0.544
83. H 0.729
84. H 0.453
85. H 0.267
86. H 0.446
87. H 0.204
88. H -0.190
89. H 0.477
90. H -0.128
91. H 0.576
92. H 0.692
93. H 0.484
94. H 0.323
95. H 0.460
96. H 0.405
97. H 0.526
98. H 1.220
99. H 0.393



Entry 2:
A structure of composition C39H48F2N3P2PdSe2Si. Source: OMol25; level of theory: ωB97M-V with the def2-TZVPD basis set.

## Properties
HOMO energy: -10.2 eV
net charge: +1
multiplicity: 1

Geometry (Å):
Pd -0.349 1.848 0.655
Se 2.866 -3.000 -2.537
Se -0.897 1.437 -1.617
P 0.444 -0.382 -1.668
P 3.510 -2.579 -0.577
Si -2.773 2.475 1.063
F 1.233 3.920 1.269
F 0.358 4.241 -0.673
N 2.289 0.347 1.651
N 1.371 0.512 0.726
N 3.109 -0.612 1.290
C 2.340 -5.930 2.356
C 0.908 3.343 0.121
C 2.653 -4.671 2.852
C -3.123 4.273 0.531
C 6.087 -2.434 -1.550
C 2.894 0.886 -4.602
C -4.008 1.151 0.443
C -0.292 -2.862 -0.680
C 5.885 -2.012 0.816
C 2.374 -6.164 0.989
C -0.848 2.810 3.160
C -2.249 -4.054 -1.403
C 3.003 -3.646 1.986
C 3.039 -3.880 0.610
C 5.295 -2.305 -0.414
C -2.146 0.706 3.282
C -3.470 -0.288 0.480
C 1.419 -0.741 -5.593
C -2.231 2.189 2.890
C 2.710 -1.099 0.098
C -1.117 -3.975 -0.607
C -4.575 4.624 0.922
C -5.221 1.225 1.403
C -4.531 1.437 -0.972
C 2.467 0.162 -5.707
C 7.462 -2.269 -1.461
C 1.597 -0.356 -0.296
C 8.047 -1.976 -0.239
C -2.574 -3.015 -2.269
C 7.258 -1.847 0.897
C 1.233 -0.213 -3.266
C 2.271 0.707 -3.379
C 2.721 -5.142 0.117
C -2.975 4.455 -0.988
C -2.204 5.286 1.228
C 0.797 -0.935 -4.370
C -3.250 2.875 3.822
C -1.761 -1.897 -2.340
C -0.611 -1.827 -1.553
H -2.958 2.685 4.860
H 2.626 -4.485 3.917
H 2.957 0.300 -6.662
H 2.614 1.258 -2.511
H -2.544 -0.410 -0.081
H 1.096 -1.309 -6.455
H -3.741 1.442 -1.723
H -1.975 4.213 -1.340
H -3.695 3.868 -1.553
H -4.763 5.670 0.662
H -2.028 -1.078 -2.998
H -0.780 3.864 2.912
H 0.014 -1.674 -4.273
H 7.712 -1.617 1.851
H 1.778 2.865 -0.325
H -4.759 4.519 1.993
H -4.210 -0.946 0.015
H -0.613 2.701 4.224
H 2.136 -7.144 0.598
H -1.776 0.643 4.309
H -3.313 -0.649 1.493
H 0.001 2.263 2.689
H -3.282 3.955 3.687
H -3.112 0.209 3.255
H -4.260 2.484 3.694
H 2.069 -6.727 3.036
H -3.461 -3.076 -2.885
H 5.624 -2.666 -2.500
H -5.681 2.214 1.426
H 8.073 -2.374 -2.347
H -5.236 0.646 -1.244
H -2.888 -4.926 -1.348
H -2.462 6.287 0.871
H -0.862 -4.781 0.069
H 3.229 -2.666 2.383
H -1.452 0.139 2.654
H -3.152 5.508 -1.226
H -5.071 2.381 -1.029
H -2.327 5.293 2.310
H -5.308 4.023 0.386
H 5.281 -1.894 1.704
H 9.119 -1.847 -0.169
H -5.983 0.524 1.051
H -4.968 0.937 2.422
H 3.716 1.583 -4.691
H 0.591 -2.811 -0.056
H -1.154 5.129 0.998
H 2.740 -5.316 -0.952

Okay, here come the Mulliken numbers, in e, for every atom:
1. Pd -0.332
2. Se -0.272
3. Se -0.280
4. P 0.486
5. P 0.754
6. Si -0.508
7. F -0.254
8. F -0.234
9. N -1.500
10. N 1.143
11. N -0.112
12. C -0.461
13. C 0.293
14. C -0.891
15. C 2.870
16. C -0.510
17. C -0.761
18. C 3.152
19. C -0.402
20. C -0.224
21. C -0.780
22. C -2.286
23. C -0.706
24. C -0.216
25. C 0.552
26. C 0.795
27. C -1.965
28. C -2.581
29. C -0.732
30. C 2.114
31. C 0.297
32. C -0.811
33. C -1.829
34. C -1.780
35. C -1.922
36. C -0.603
37. C -0.694
38. C -0.701
39. C -0.490
40. C -0.874
41. C -0.802
42. C 0.716
43. C -0.554
44. C -0.309
45. C -1.544
46. C -1.945
47. C -0.059
48. C -1.706
49. C -0.198
50. C 0.694
51. H 0.556
52. H 0.420
53. H 0.428
54. H 0.262
55. H 0.663
56. H 0.460
57. H 0.227
58. H 0.225
59. H 0.279
60. H 0.570
61. H 0.507
62. H 0.389
63. H 0.437
64. H 0.417
65. H 0.406
66. H 0.334
67. H 0.653
68. H 0.530
69. H 0.437
70. H 0.585
71. H 0.215
72. H 0.529
73. H 0.360
74. H 0.384
75. H 0.347
76. H 0.416
77. H 0.468
78. H 0.297
79. H 0.333
80. H 0.412
81. H 0.584
82. H 0.435
83. H 0.628
84. H 0.521
85. H 0.356
86. H 0.238
87. H 0.558
88. H 0.466
89. H 0.325
90. H 0.346
91. H 0.268
92. H 0.393
93. H 0.579
94. H 0.335
95. H 0.444
96. H 0.298
97. H 0.253
98. H 0.387



Entry 3:
A structure of composition C39H48F2N4O3P2Pb. Source: OMol25; level of theory: ωB97M-V with the def2-TZVPD basis set.

## Properties
HOMO energy: -1.6 eV
net charge: -2
multiplicity: 1

Geometry (Å):
Pb -1.269 -0.492 -1.112
P 0.003 -0.692 2.215
P 0.704 3.356 -0.633
F -6.580 -1.198 0.364
F -4.589 -5.290 -0.625
O -3.162 0.801 -1.969
O -4.721 0.865 -3.571
O -1.067 -1.414 -5.507
N 1.834 0.966 0.581
N 0.799 -1.587 -2.484
N -1.737 -1.051 -3.323
N -0.801 -3.534 -0.668
C 0.019 4.339 -2.106
C -0.425 0.244 4.985
C 3.810 0.816 1.980
C 2.369 -0.639 3.845
C 0.668 5.757 0.822
C -1.035 1.686 3.050
C 1.143 -3.287 2.771
C -1.971 -4.109 -0.962
C -5.464 -1.885 0.018
C -5.585 -3.247 -0.171
C 2.930 2.857 -2.370
C -0.185 -2.533 2.701
C -1.461 4.588 -1.776
C -0.953 0.242 3.553
C -0.856 -1.206 -4.299
C 1.732 -0.274 2.664
C 3.684 -0.287 4.115
C -1.996 -5.386 -1.541
C 4.394 0.445 3.168
C 2.161 2.463 -1.287
C 0.607 -1.063 -3.833
C -4.437 -3.937 -0.489
C -3.192 -3.329 -0.641
C 2.622 4.238 1.219
C 0.387 -5.490 -1.353
C 3.988 2.080 -2.831
C -0.815 -6.082 -1.714
C 4.281 0.889 -2.184
C 0.331 -4.193 -0.872
C -4.261 -1.232 -0.118
C -1.074 -2.890 3.889
C 0.099 3.651 -3.471
C 3.591 0.511 -1.047
C 2.454 0.493 1.673
C -3.736 0.358 -3.024
C 2.528 1.295 -0.538
C 1.652 4.784 0.172
C -3.145 -0.936 -3.639
C -3.102 -1.929 -0.468
H 1.646 -3.128 3.725
H 0.977 -4.363 2.653
H 4.153 -0.578 5.048
H 5.421 0.732 3.373
H -0.703 -2.893 1.812
H -1.523 1.731 2.078
H -1.252 -3.971 3.898
H 1.833 -1.215 4.590
H 2.716 3.802 -2.854
H 0.840 0.006 -3.822
H 3.401 3.636 0.752
H -2.042 -2.393 3.816
H -6.536 -3.751 -0.079
H -0.139 2.590 -3.392
H 1.078 3.755 -3.938
H -4.223 -0.157 0.015
H 0.739 -2.597 -2.484
H 3.098 5.055 1.771
H -0.827 -7.082 -2.132
H -1.099 0.830 5.621
H -0.616 -2.625 4.843
H -0.356 -0.755 5.413
H 1.249 -1.539 -4.581
H 4.366 1.409 1.264
H 2.227 5.306 -0.603
H -1.872 5.375 -2.417
H -0.027 2.090 2.926
H 1.683 -1.292 -2.086
H 0.562 0.707 5.029
H 1.239 -3.657 -0.613
H 3.873 -0.395 -0.521
H 1.328 -6.013 -1.453
H 2.100 3.597 1.933
H -0.640 4.095 -4.143
H -1.580 2.320 3.759
H 0.080 6.293 0.075
H -3.693 -1.776 -3.191
H -3.319 -0.933 -4.714
H 0.542 5.303 -2.154
H 5.080 0.260 -2.564
H 1.199 6.493 1.435
H 1.823 -2.955 1.985
H -1.602 4.884 -0.733
H -2.026 3.672 -1.957
H 4.560 2.397 -3.696
H -0.020 5.207 1.469
H -1.961 -0.186 3.546
H -2.927 -5.826 -1.862

Okay, here come the Mulliken numbers, in e, for every atom:
1. Pb 1.178
2. P 1.128
3. P 1.299
4. F -0.380
5. F -0.402
6. O -0.603
7. O -0.818
8. O -0.829
9. N 0.305
10. N -0.397
11. N 0.047
12. N 0.562
13. C 0.380
14. C -1.654
15. C -0.051
16. C -0.475
17. C -1.469
18. C -1.364
19. C -1.899
20. C 0.027
21. C 0.497
22. C -0.925
23. C -0.499
24. C 1.805
25. C -1.594
26. C 0.396
27. C 0.543
28. C 0.572
29. C -1.138
30. C -1.189
31. C -0.835
32. C 0.763
33. C -0.412
34. C 0.828
35. C 0.596
36. C -1.394
37. C -1.108
38. C -1.153
39. C -0.435
40. C -0.790
41. C -0.547
42. C -0.715
43. C -1.729
44. C -1.446
45. C 0.112
46. C -0.946
47. C 0.523
48. C -1.449
49. C 0.353
50. C -0.738
51. C -0.364
52. H 0.433
53. H 0.465
54. H 0.358
55. H 0.341
56. H -0.830
57. H 0.190
58. H 0.448
59. H 0.555
60. H 0.504
61. H 0.014
62. H 0.170
63. H 0.316
64. H 0.456
65. H 0.084
66. H 0.383
67. H 0.562
68. H 0.218
69. H 0.582
70. H 0.388
71. H 0.518
72. H 0.305
73. H 0.181
74. H 0.325
75. H 0.218
76. H 0.403
77. H 0.421
78. H 0.073
79. H 0.188
80. H 0.295
81. H 0.566
82. H 0.508
83. H 0.442
84. H 0.095
85. H 0.494
86. H 0.573
87. H 0.346
88. H 0.051
89. H 0.456
90. H 0.386
91. H 0.339
92. H 0.455
93. H 0.292
94. H 0.408
95. H 0.266
96. H 0.339
97. H 0.224
98. H 0.495
99. H 0.534



Entry 4:
A structure of composition C39H48FIN8O4PS3W. Source: OMol25; level of theory: ωB97M-V with the def2-TZVPD basis set.

## Properties
HOMO energy (alpha / beta): -3.1 / -3.1 eV
net charge: -1
energy relative to the best compared isomer or geometry (same formula, charge and spin): 128.5 kJ/mol
multiplicity: 1

Geometry (Å):
W 0.653 0.155 -0.501
I 3.908 -1.593 0.834
S -1.540 1.815 -0.435
S -1.173 4.036 -2.470
S 1.887 1.790 0.779
P -0.994 -0.870 2.245
F -0.322 2.151 -6.383
O -1.207 -1.681 -1.282
O -0.098 -0.283 -2.560
O -2.611 3.676 -5.830
O -4.309 0.299 -3.314
N -3.402 1.959 -4.566
N -2.251 -1.885 1.881
N 0.523 2.130 -1.996
N 2.818 0.309 -1.737
N -0.118 -0.364 1.077
N -1.744 0.427 2.965
N -2.247 -0.033 -4.258
N -0.083 -1.740 3.327
C 0.163 -3.980 4.299
C -0.640 2.607 -1.616
C -2.073 0.764 5.385
C 3.224 -0.479 -2.708
C 0.619 4.827 -4.473
C 1.567 -3.768 3.721
C -0.942 1.669 3.055
C 5.819 2.503 -1.392
C 1.795 4.587 -5.157
C 4.498 -0.334 -3.321
C -4.417 -3.487 1.694
C 1.853 -1.648 -0.122
C 3.696 1.261 -1.250
C 5.443 3.270 -0.324
C -0.617 -2.650 4.328
C -1.057 -1.089 -2.356
C 5.337 0.648 -2.924
C -1.295 1.699 -5.583
C 1.054 2.874 -3.056
C -1.927 -3.244 1.419
C -3.055 -4.191 1.827
C -2.047 -1.268 -3.505
C 2.221 2.636 -3.785
C 2.581 3.491 -4.810
C 3.349 2.039 -0.103
C -3.379 0.710 -3.974
C 4.225 3.028 0.316
C 0.264 3.975 -3.438
C 4.957 1.487 -1.852
C 2.117 -2.431 4.201
C -2.648 0.192 4.096
C 1.278 -1.280 3.628
C -1.227 0.490 -5.023
C -1.950 2.293 5.276
C -1.732 2.718 3.815
C -4.328 -2.375 0.653
C 2.382 -1.590 -3.268
C -3.377 -1.279 1.133
C -2.445 2.567 -5.371
H -5.306 -1.929 0.465
H 2.841 1.787 -3.570
H -3.907 -0.604 1.807
H -1.206 3.672 3.762
H -0.710 2.006 2.047
H -1.089 0.314 5.550
H 3.942 3.617 1.179
H 1.393 -1.624 -2.834
H -4.214 2.516 -4.346
H -5.198 -4.205 1.437
H -3.017 -5.074 1.184
H -0.030 5.647 -4.752
H -3.618 0.664 3.891
H 6.767 2.650 -1.894
H 6.092 4.056 0.042
H -3.978 -2.784 -0.298
H 1.249 -0.449 4.348
H -3.013 -1.543 -3.093
H -2.911 -4.537 2.855
H 2.892 -2.539 -3.083
H -2.691 2.857 3.309
H -0.977 -3.551 1.854
H -1.117 2.638 5.893
H 2.301 -1.471 -4.352
H -2.699 0.480 6.234
H -4.699 -3.043 2.654
H 6.301 0.796 -3.398
H -3.008 -0.694 0.286
H 0.239 -4.364 5.321
H -0.539 -2.191 5.324
H -2.836 -0.878 4.185
H 2.225 -4.591 4.007
H 4.760 -1.014 -4.122
H 1.529 -3.758 2.628
H -0.365 -0.143 -5.169
H -1.675 -2.820 4.134
H 2.098 -2.409 5.296
H 2.114 -2.281 -0.967
H -1.710 -2.064 -4.172
H 1.722 -0.901 2.708
H 3.151 -2.298 3.885
H -2.852 2.769 5.668
H 3.490 3.286 -5.363
H -1.787 -3.235 0.337
H 1.354 -2.291 0.600
H 2.085 5.230 -5.977
H -0.380 -4.729 3.717
H 0.014 1.487 3.566

Mulliken atomic charge list, values in e, 99 entries:
1. W 0.301
2. I -0.313
3. S -0.444
4. S -0.296
5. S -0.447
6. P -1.314
7. F -0.460
8. O -0.535
9. O -0.076
10. O -0.655
11. O -0.676
12. N 0.032
13. N 0.948
14. N 0.501
15. N 1.064
16. N 1.140
17. N 0.443
18. N 0.176
19. N 1.307
20. C -1.017
21. C 0.301
22. C -0.577
23. C 1.285
24. C -0.408
25. C -0.477
26. C 0.424
27. C -0.868
28. C -0.607
29. C -0.938
30. C -0.881
31. C -0.988
32. C -1.796
33. C -0.881
34. C -0.842
35. C 0.995
36. C -1.341
37. C 0.821
38. C -0.865
39. C -0.394
40. C -0.834
41. C -1.578
42. C -0.070
43. C -1.129
44. C 1.079
45. C 0.426
46. C -0.405
47. C 0.589
48. C 1.268
49. C -0.961
50. C -0.758
51. C 0.157
52. C -0.136
53. C -0.761
54. C -1.227
55. C -0.777
56. C -1.936
57. C -0.078
58. C 0.152
59. H 0.549
60. H 0.657
61. H 0.446
62. H 0.447
63. H -0.094
64. H 0.039
65. H 0.493
66. H -0.198
67. H 0.234
68. H 0.469
69. H 0.505
70. H 0.397
71. H 0.550
72. H 0.376
73. H 0.364
74. H 0.193
75. H 0.120
76. H 0.389
77. H 0.205
78. H 0.466
79. H 0.295
80. H 0.229
81. H 0.359
82. H 0.536
83. H 0.516
84. H 0.256
85. H 0.389
86. H -0.377
87. H 0.444
88. H 0.600
89. H 0.370
90. H 0.484
91. H 0.505
92. H 0.029
93. H 0.252
94. H 0.243
95. H 0.313
96. H 0.549
97. H 0.188
98. H -0.342
99. H 0.456